Molecular formula: C6H12O
Method: DFT, ωB97M-V with the def2-TZVPD basis set

Geometry as XYZ:
```
19
C6H12O, DFT ωB97M-V with the def2-TZVPD basis set
H -2.93 -1.07 -0.56
C 1.30 1.56 1.00
H 0.25 1.28 1.03
H 1.63 1.68 -0.03
C 0.38 -1.10 -0.09
H 2.51 -0.78 -0.19
H -0.78 -0.79 -1.82
H 1.94 0.82 1.49
H -2.07 -0.98 1.01
H 0.38 -1.19 0.99
C 1.70 -1.23 -0.79
H 1.39 2.50 1.53
H 1.68 -0.73 -1.76
C -0.77 -0.88 -0.73
O -1.96 1.56 0.95
C -2.08 -0.63 -0.02
H -2.38 1.34 -1.02
C -2.19 0.88 -0.02
H 1.96 -2.28 -0.95
```

As for the energy relative to the best compared isomer or geometry (same formula, charge and spin): 137.6 kJ/mol. The gap between HOMO and LUMO comes out at 10.278 eV. Its SMILES is C/C=C/CC=O.C. As for the electronic energy: -311.0069 Ha. For the lowest unoccupied orbital energy, the calculation gives 0.99 eV.

***

Molecular formula: C3H6N2O3
Method: DFT, ωB97M-V with the def2-TZVPD basis set

Geometry as XYZ:
```
14
C3H6N2O3, DFT ωB97M-V with the def2-TZVPD basis set
C -0.96 0.71 -0.21
H 1.18 -1.85 -0.05
C 1.48 0.53 -0.29
H -2.90 0.59 0.28
H 0.02 -1.65 1.27
C 0.20 -1.45 0.21
H -0.56 -1.93 -0.40
O -1.04 1.76 -0.78
N -2.05 0.06 0.30
N 0.24 -0.02 -0.06
H -1.96 -0.65 1.01
O 1.47 1.86 -0.37
H 2.37 2.18 -0.55
O 2.49 -0.13 -0.35
```

As for the energy relative to the best compared isomer or geometry (same formula, charge and spin): 0.0 kJ/mol. The gap between HOMO and LUMO comes out at 10.879 eV. Its SMILES is CN(C(N)=O)C(=O)O. As for the electronic energy: -453.2010 Ha. For the lowest unoccupied orbital energy, the calculation gives 0.69 eV.

***

no.,HOMO level (Eh)
1,-0.3415
2,-0.3745